No. 1
# C6H5Cl3GeNO3PdS

A structure of composition C6H5Cl3GeNO3PdS at a distorted geometry (wB97M-V/def2-TZVPD, the OMol25 dataset).

⟨S²⟩   2.0115
Electronic energy   -122337.4468 eV
Net charge   -1
Orbital gap (alpha / beta)   6.1915 / 6.7039 eV
ΔE to the lowest compared entry with this formula, charge and spin   0.0 kcal per mole
2S+1   3

```
21
Properties=species:S:1:pos:R:3:forces:R:3:lowdin_spin:R:1
Pd -3.18721 -4.00394 11.35893 0.78 0.49 0.99 1.19
O -4.21158 -4.14106 9.56961 -1.22 0.86 -1.15 0.16
N -4.49680 -2.98441 8.93944 0.67 0.63 0.59 0.00
C -5.23245 -3.03438 7.77490 0.06 -2.83 2.07 0.00
C -5.40520 -1.98337 6.98866 0.33 2.73 0.42 0.00
C -4.90226 -0.67937 7.47181 -0.81 -1.55 -0.53 0.00
C -4.16731 -0.63834 8.63933 -1.15 -0.46 -0.53 0.00
C -4.00454 -1.80504 9.43095 0.94 -0.49 0.57 0.01
S -3.14160 -1.70452 10.97797 -0.67 0.26 -1.75 0.12
H -5.74091 -4.02743 7.69456 0.82 0.95 -0.37 0.00
H -5.99837 -2.15875 6.10746 -0.11 0.57 -0.18 0.00
H -5.30121 0.19552 6.94864 0.80 -0.10 0.15 0.00
H -3.77022 0.25158 9.09643 -0.09 0.32 -0.21 0.00
Cl -3.46486 -4.28664 15.65401 -0.13 -0.31 0.17 0.10
Ge -4.21306 -3.73043 13.66588 0.88 -0.18 -0.77 0.19
Cl -4.66552 -1.65968 14.15588 -0.46 0.57 0.16 0.06
Cl -6.06149 -4.76371 13.17670 -0.72 -0.15 0.39 0.06
O -3.31565 -6.01283 11.21255 0.95 -2.23 0.98 0.07
C -2.74525 -6.81558 12.06373 -0.66 -0.51 0.20 0.01
O -2.04611 -6.55098 13.04980 -0.58 0.17 -1.19 0.02
H -3.01963 -7.92885 11.88240 0.38 1.27 0.01 0.00
```
Positions in Å, forces in eV/Å.



No. 2
# C6H8AgO6

A structure of composition C6H8AgO6 at a distorted geometry (wB97M-V/def2-TZVPD, the OMol25 dataset).

Electronic energy   -22635.5339 eV
Net charge   -1
Orbital gap   5.6176 eV
ΔE to the lowest compared entry with this formula, charge and spin   0.0 kcal per mole

```
21
Properties=species:S:1:pos:R:3:forces:R:3:mulliken_charge:R:1
Ag -0.65022 0.81879 -0.84994 0.04 0.82 -0.04 -0.02
O -1.11857 -3.31824 1.59554 0.04 -0.19 0.08 -0.48
C -0.88115 -2.13388 0.98045 -0.88 1.43 -0.39 0.40
O -1.73216 -1.45396 0.45519 0.71 -1.39 0.73 -0.44
C 0.57493 -1.76785 1.10593 0.74 -0.44 -1.14 -0.38
O 0.86857 -0.48851 0.63503 0.67 -0.06 0.02 -0.17
C 2.26343 -0.33885 0.21584 -0.59 -2.04 0.23 -0.31
C 2.55292 0.96971 -0.51230 -5.65 0.77 -0.84 0.45
O 3.67599 1.26713 -0.73134 3.77 0.52 -0.21 -0.64
O 1.48362 1.62149 -0.91666 1.74 -1.42 0.78 -0.53
H -2.07015 -3.49341 1.56911 0.04 0.17 -0.18 0.36
H 1.14662 -2.54434 0.54536 -0.29 0.27 0.05 0.29
H 0.87840 -1.91904 2.12115 0.15 0.04 0.98 0.31
H 2.44997 -1.22700 -0.46224 0.08 1.02 0.29 0.22
H 2.92698 -0.50626 1.07963 -0.15 0.36 -0.10 0.26
C -2.70736 1.39020 -0.65350 0.69 -1.09 -0.44 -1.00
H -2.56528 2.43394 -0.39363 -0.60 0.05 0.33 0.21
H -3.13878 0.66478 0.05364 -0.05 0.81 0.00 0.25
H -3.11579 1.23580 -1.64550 -0.44 0.27 -0.15 0.22
O -0.47790 4.82292 -2.43141 -0.48 3.79 -3.11 -0.19
C -0.36406 3.96658 -1.76035 0.48 -3.69 3.11 0.19
```
Positions in Å, forces in eV/Å.



No. 3
# C47H44BClN4NdO12S

A structure of composition C47H44BClN4NdO12S at a distorted geometry (wB97M-V/def2-TZVPD, the OMol25 dataset).

⟨S²⟩   3.7537
Electronic energy   -119289.2130 eV
Net charge   -1
Orbital gap (alpha / beta)   4.5378 / 4.5183 eV
2S+1   4

```
111
Properties=species:S:1:pos:R:3:forces:R:3:lowdin_spin:R:1
Nd 0.82223 1.28170 -0.88667 -0.46 -1.42 3.42 3.04
O 1.62736 -0.58219 -0.04639 -0.19 0.19 -0.03 -0.01
C 1.94229 -1.63716 0.78192 0.55 -0.81 -1.17 0.00
C 2.96114 -1.17258 1.85730 0.78 -0.67 -0.09 0.00
C 2.55451 -0.09352 2.76307 -1.42 1.71 1.40 0.00
C 2.02758 -0.31292 4.06137 -0.38 0.22 -0.22 0.00
C 1.74475 0.81095 4.83963 -0.43 -0.91 -0.46 0.00
C 1.82273 2.08549 4.31375 0.07 0.45 0.55 0.00
C 2.31517 2.25215 3.03650 -0.43 -1.27 -1.21 0.00
C 2.40852 3.58597 2.33090 1.00 0.32 0.87 0.00
C 1.26672 3.97910 1.37759 -0.09 -0.38 0.09 0.00
O 1.01098 2.90036 0.57491 -0.39 0.22 -0.81 -0.01
C 1.80441 5.17535 0.53711 -0.30 0.14 -0.70 0.00
C 2.13227 6.35475 1.16900 0.10 1.75 -0.26 0.00
C 2.69531 7.45552 0.47587 -0.55 -0.44 0.58 0.00
C 2.92081 7.39701 -0.89925 0.22 -0.42 1.00 0.00
C 2.50152 6.26426 -1.56572 0.02 -1.13 0.97 0.00
C 2.00316 5.15038 -0.86464 0.14 -0.46 0.59 0.00
C -0.00995 4.36005 2.22005 0.52 0.94 -0.42 0.00
C 0.01179 4.68814 3.58706 -0.72 -0.64 -0.50 0.00
C -1.16976 4.81803 4.33155 -0.27 0.11 -1.95 0.00
C -2.37880 4.94775 3.61293 -0.07 0.21 1.68 0.00
C -2.36490 4.85743 2.24092 -0.51 0.08 -0.39 0.00
C -1.21773 4.50807 1.55498 -0.12 -0.38 -0.28 0.00
N 2.67470 1.16038 2.30372 0.40 0.55 0.21 0.00
C 2.72029 -2.65252 -0.16878 -0.53 -0.25 0.93 0.00
C 2.42873 -4.01508 -0.33633 0.17 1.88 0.14 0.00
C 3.12358 -4.70876 -1.29127 0.18 -1.87 -1.09 0.00
C 4.01375 -4.08652 -2.16702 0.69 -0.76 -0.13 0.00
C 4.35264 -2.76057 -1.95916 -0.07 -0.12 0.07 0.00
C 3.74782 -2.10296 -0.91302 -0.19 0.86 0.21 0.00
C 0.68113 -2.30099 1.41151 -0.43 -0.13 0.75 0.00
C 0.68312 -2.92887 2.68712 0.46 0.34 -0.83 0.00
C -0.49373 -3.27929 3.35126 0.26 0.26 -0.45 0.00
C -1.73376 -3.03884 2.77107 0.53 0.35 -0.13 0.00
C -1.76228 -2.49308 1.51078 -0.18 0.07 -1.87 0.00
C -0.57866 -2.18194 0.80922 -0.17 -0.28 0.23 0.00
H 3.87699 -0.78014 1.36957 -0.56 -0.51 -0.01 0.00
H 3.23983 -2.02481 2.48418 0.20 -0.08 -0.25 0.00
H 1.65121 -1.30214 4.39109 0.85 0.68 -0.14 0.00
H 1.32898 0.67283 5.82470 -0.08 -0.03 0.21 0.00
H 1.44143 2.92401 4.90220 0.39 -0.25 -0.21 0.00
H 3.31926 3.55239 1.71766 -0.14 0.08 0.22 0.00
H 2.52133 4.37466 3.10680 0.29 -0.39 -0.60 0.00
H 1.90023 6.50668 2.21817 0.10 -0.15 0.04 0.00
H 2.86928 8.37043 1.04732 0.30 -0.28 -0.21 0.00
H 3.60368 8.07653 -1.38468 -0.47 0.58 -0.20 0.00
H 2.67878 6.18895 -2.60791 0.11 -0.26 -0.85 0.00
H 1.91238 4.17675 -1.36116 -0.33 0.72 0.05 0.00
H 0.95900 4.80139 4.05776 0.40 -0.23 0.57 0.00
H -1.13425 4.76330 5.39452 -0.06 0.44 0.66 0.00
H -3.32914 5.17594 4.15236 0.88 -0.37 -0.48 0.00
H -3.27798 5.04759 1.68180 0.07 -0.15 0.08 0.00
H -1.30219 4.33311 0.48564 0.29 -0.01 0.09 0.00
H 1.64344 -4.42806 0.24839 -0.43 -0.61 0.41 0.00
H 2.96703 -5.81052 -1.39580 0.01 1.02 0.01 0.00
H 4.54874 -4.67558 -2.93357 -0.53 0.34 0.42 0.00
H 5.06389 -2.23039 -2.57818 0.11 -0.16 -0.05 0.00
H 4.01343 -1.08642 -0.65718 0.04 0.16 -0.37 0.00
H 1.66691 -3.12483 3.12878 -0.56 0.04 0.13 0.00
H -0.46050 -3.67587 4.34544 0.18 -0.30 0.37 0.00
H -2.64480 -3.22058 3.29770 -0.40 -0.18 0.32 0.00
H -2.70771 -2.27452 0.95383 0.72 -0.33 0.82 0.00
H -0.68585 -1.83203 -0.21342 0.28 0.19 0.24 0.00
C -1.28648 -6.21077 -2.83211 0.26 -0.39 -0.69 0.00
C -1.94291 -5.96561 -4.20365 -0.83 0.24 0.27 0.00
S -3.60200 -5.12950 -4.19012 0.88 0.17 0.41 0.00
O -4.45347 -5.71483 -3.19582 0.00 -0.28 0.48 0.00
O -4.08360 -5.07800 -5.54037 0.14 0.02 -0.62 0.00
C -3.30591 -3.42403 -3.66805 -0.12 0.27 0.58 0.00
C -2.50053 -2.61127 -4.68709 0.37 0.76 -1.64 0.00
N -1.28848 -1.85627 -4.13036 -2.77 -1.06 -0.93 0.00
C -1.35797 -0.85662 -3.21919 0.52 -0.19 -0.52 0.00
N -0.14670 -0.55998 -2.76438 -0.07 -0.22 -0.03 0.00
C 0.69382 -1.38086 -3.41273 0.89 -0.34 -0.46 0.00
C 0.04916 -2.18887 -4.32478 -1.29 1.63 1.84 0.00
N 0.57494 -3.07450 -5.24130 2.40 -1.08 -0.78 0.00
O 1.79386 -2.91470 -5.47338 -2.00 -0.49 0.12 0.00
O -0.10877 -3.99192 -5.72797 0.62 1.06 0.16 0.00
C -2.58050 -0.15115 -2.79854 -0.91 0.81 -0.49 0.00
H -0.67061 -7.12684 -2.89756 -0.19 0.45 -0.08 0.00
H -2.01582 -6.40703 -2.06884 -0.44 0.05 0.41 0.00
H -0.62313 -5.40970 -2.52648 -0.02 0.25 0.07 0.00
H -2.24660 -6.95250 -4.61815 0.34 0.80 -0.26 0.00
H -1.31693 -5.32293 -4.85866 -0.49 -0.94 0.18 0.00
H -2.76316 -3.47793 -2.71512 -0.20 -0.06 -0.07 0.00
H -4.33334 -2.98626 -3.45914 1.22 -0.66 -0.31 0.00
H -3.22388 -1.95512 -5.24786 1.04 -0.03 0.84 0.00
H -2.08274 -3.22161 -5.52157 -0.37 0.19 0.97 0.00
H 1.73020 -1.43297 -3.18829 0.73 0.20 0.08 0.00
H -3.48306 -0.74446 -3.03729 0.39 0.44 0.16 0.00
H -2.68544 0.88995 -3.25597 0.30 -1.43 0.31 0.00
H -2.51768 0.01359 -1.72715 -0.13 -0.04 0.29 0.00
O 2.55860 1.82164 -2.45133 -0.95 0.97 -2.87 0.00
Cl 1.67603 2.44339 -3.56583 0.06 0.70 2.62 0.00
O 2.15877 3.75711 -3.86095 -0.35 -0.74 0.15 0.00
O 1.61892 1.62523 -4.71209 0.02 -0.51 -0.20 0.00
O 0.29763 2.52179 -2.90374 1.82 0.18 -1.60 0.00
O -0.92654 0.37778 2.38841 -1.49 -0.11 0.07 0.00
B -1.06559 0.45689 0.98389 2.54 1.13 -1.83 -0.01
O -2.37393 0.62431 0.59161 -2.30 -0.36 1.33 0.00
C -3.11594 0.56930 1.79744 1.05 0.28 -2.30 0.00
C -4.44850 0.70780 1.93524 -1.40 -0.49 1.16 0.00
C -4.97667 0.67315 3.23436 0.97 -0.16 0.82 0.00
C -4.07507 0.52765 4.32204 -0.34 -0.27 -0.83 0.00
C -2.68630 0.38157 4.10599 0.12 0.27 1.50 0.00
C -2.23023 0.41506 2.81750 0.86 0.23 1.17 0.00
H -5.10966 0.66696 1.10640 -0.36 0.39 -0.79 0.00
H -6.05785 0.72944 3.41389 0.55 -0.01 -0.10 0.00
H -4.49622 0.43431 5.31505 0.17 0.18 0.10 0.00
H -1.92258 0.32558 4.92516 -1.04 -0.09 -0.68 0.00
```
Positions in Å, forces in eV/Å.